1.
{
  "formula": "C7H9N",
  "method": "ωB97M-V/def2-TZVPD",
  "spin_multiplicity": 1,
  "total_energy_ev": -8892.333,
  "homo_energy_ev": -8.152,
  "e_lumo_ev": 0.9,
  "species": ["C", "C", "C", "C", "C", "C", "C", "H", "H", "H", "H", "H", "H", "H", "H", "H", "N"],
  "xyz": [[-0.6734, -0.6917, -1.8899], [-0.6732, 0.6553, 0.0346], [0.1857, 1.5463, 0.9390], [0.9331, 0.6246, 1.7991], [0.8508, -0.6944, 1.3499], [-0.0251, -0.8176, 0.2959], [-0.1867, -1.5632, -0.7186], [-1.6926, -0.7966, -2.2080], [-0.1138, -0.8389, -2.8948], [0.5796, 0.6413, -1.3747], [-1.6904, 0.6858, 0.3635], [-0.4582, 2.1481, 1.5305], [0.8237, 2.2729, 0.2457], [1.5479, 0.8252, 2.6675], [1.4509, -1.5201, 1.6791], [0.2030, -2.5941, -0.8678], [-0.4454, 0.6886, -1.4286]],
  "lowdin_charge": [-0.202, -0.238, -0.168, -0.050, -0.047, -0.264, -0.042, 0.089, 0.137, 0.106, 0.135, 0.090, 0.162, 0.098, 0.106, 0.121, -0.031]
}

---

2.
{
  "formula": "C7H9N2",
  "method": "ωB97M-V/def2-TZVPD",
  "spin_multiplicity": 1,
  "total_energy_ev": -10375.027,
  "homo_energy_ev": -11.866,
  "charge": 1,
  "e_lumo_ev": -5.0,
  "species": ["C", "C", "C", "C", "C", "C", "N", "N", "C", "H", "H", "H", "H", "H", "H", "H", "H", "H"],
  "xyz": [[-2.3859, -1.6571, 0.8586], [-1.4857, -0.7919, 1.4063], [0.0087, -0.8806, 1.1649], [0.5816, 0.0428, 0.1080], [-0.2226, 0.6896, -0.8029], [0.4019, 1.5205, -1.7177], [1.7212, 1.6407, -1.6690], [2.5426, 1.0253, -0.8490], [1.9792, 0.2342, 0.0288], [-2.4963, -1.7479, -0.2224], [-2.9971, -2.2933, 1.4945], [-1.8183, 0.0445, 2.0202], [0.3126, -1.9074, 0.9619], [0.4717, -0.5813, 2.1108], [-1.2978, 0.5709, -0.8191], [-0.1345, 2.0927, -2.4631], [2.1715, 2.2693, -2.3269], [2.6471, -0.2711, 0.7162]],
  "lowdin_charge": [0.034, -0.183, -0.128, -0.130, 0.054, 0.026, 0.056, 0.135, -0.013, 0.067, 0.072, 0.112, 0.137, 0.136, 0.134, 0.155, 0.189, 0.146]
}